11
Properties=species:S:1:pos:R:3:forces:R:3:nbo_charge:R:1 method="wB97M-V/def2-TZVPD" total_charge=0 e_homo_ha=-0.399 smiles=N#C[C@H](O)CO gap_ev=11.13
N 1.847 1.244 -1.843 -0.62 -0.67 0.64 -0.29
C 1.169 0.565 -1.198 0.55 0.55 -0.64 0.25
C 0.294 -0.257 -0.345 0.09 -0.02 0.01 -0.03
O -0.952 -0.516 -0.993 0.16 -0.12 -0.27 -0.71
C -0.024 0.448 0.987 0.33 0.11 -0.13 -0.07
O -1.107 -0.256 1.520 -0.17 -0.02 0.02 -0.71
H 0.799 -1.196 -0.092 -0.02 0.11 -0.19 0.22
H -1.032 -1.453 -1.219 0.21 0.28 -0.03 0.49
H -0.243 1.520 0.847 -0.03 -0.27 -0.14 0.18
H 0.862 0.369 1.629 -0.29 0.00 0.02 0.19
H -1.612 -0.469 0.707 -0.21 0.06 0.72 0.48